a) Molecular formula: Br3OP
Method: DFT, ωB97M-V with the def2-TZVPD basis set

Structure (XYZ):
```
5
Properties=species:S:1:pos:R:3
O -2.46690 0.24348 -0.98303
P -0.02876 -0.15936 0.10351
Br 1.20593 0.06833 -1.74071
Br 0.69120 -1.82273 1.40739
Br 0.59854 1.67027 1.21284
```

Properties
* E_HOMO (alpha / beta): -10.0 / -9.9 eV
* Kohn-Sham gap (alpha / beta): 7.23 / 7.46 eV

Calculated atomic charges, method Löwdin, unit e: -0.1968 -0.3201 0.1750 0.1773 0.1645

---

b) Molecular formula: Br3OP
Method: DFT, ωB97M-V with the def2-TZVPD basis set

Structure (XYZ):
```
5
Properties=species:S:1:pos:R:3
O -0.19961 1.04940 1.65146
P 0.02202 0.75417 0.27370
Br -1.93475 0.75576 -0.72256
Br 0.81673 -0.13019 -3.28176
Br 1.46689 -2.04483 -2.16435
```

Properties
* E_HOMO: -10.4 eV
* Kohn-Sham gap: 8.52 eV
* structure (SMILES): O=PBr.BrBr

Calculated atomic charges, method Löwdin, unit e: -0.5451 0.3825 0.1706 -0.0147 0.0067

---

Name the least stable of them. a).